Formula: C51H44N11O2SSiTi
Source: the OMol25 dataset
Level of theory: the ωB97M-V functional and the def2-TZVPD basis

- LUMO energy (alpha / beta) (eV) = 1.36 / 0.94
- charge = -1
- ⟨S²⟩ = 2.026
- 2S+1 = 3
- HOMO energy (alpha / beta) (eV) = -3.624 / -3.724
- gap between HOMO and LUMO (alpha / beta) (Eh) = 0.1832 / 0.1713
- energy relative to the best compared isomer or geometry (same formula, charge and spin) (kcal/mol) = 85.4

Geometry (Å):
Ti  -0.4951  -0.0457  0.2531
C  -3.5178  -1.9588  -2.2792
C  -2.3193  -1.4593  -1.8532
N  -2.0779  -1.1523  -0.5610
C  -3.1082  -1.3956  0.2946
C  -4.3357  -1.8737  -0.1810
N  -4.5667  -2.1586  -1.4448
C  -2.7812  -1.1809  1.6810
C  -3.6191  -1.3269  2.7703
C  -3.1275  -1.1255  4.0405
C  -1.7823  -0.7217  4.1876
C  -1.0122  -0.5296  3.0850
N  -1.4785  -0.8086  1.8468
C  0.3572  0.0128  3.0595
C  1.0984  0.2817  4.1952
N  2.3617  0.6968  4.1643
C  2.8639  0.8768  2.9552
C  2.1235  0.6792  1.8027
N  0.8569  0.2318  1.8306
C  -4.0003  -1.3147  5.2350
C  -5.0207  -2.2549  5.2461
C  -5.8009  -2.4079  6.3845
N  -5.6362  -1.6922  7.5030
C  -4.6531  -0.7858  7.4832
C  -3.8237  -0.5670  6.3905
H  -3.6730  -2.1929  -3.3267
H  -1.5149  -1.2907  -2.5480
H  -5.1590  -2.0262  0.5160
H  -4.6713  -1.5455  2.6161
H  -1.3602  -0.5625  5.1745
H  0.6494  0.1499  5.1757
H  3.8938  1.2106  2.8878
H  2.5418  0.9171  0.8505
H  -5.1938  -2.8917  4.3866
H  -6.5921  -3.1516  6.4070
H  -4.5210  -0.2032  8.3915
H  -3.0604  0.2017  6.4404
C  1.9467  -5.6600  -3.6855
C  2.9043  -5.0168  -2.9187
C  2.6332  -3.7761  -2.3394
C  1.3948  -3.1770  -2.5090
C  0.4454  -3.8117  -3.3090
C  0.7121  -5.0430  -3.8847
N  1.0364  -1.8929  -1.9396
C  1.1001  -0.7820  -2.9068
C  1.8817  -0.9508  -4.0627
C  1.8925  -0.0392  -5.1004
C  1.1348  1.1166  -4.9676
C  0.4071  1.3378  -3.8113
C  0.3625  0.4098  -2.7479
N  -0.3473  0.6778  -1.5600
N  -1.3190  1.7053  -1.7428
C  -1.8980  2.1401  -0.6639
C  -2.8099  3.2613  -0.7606
C  -3.3543  3.7875  0.3538
C  -3.0727  3.1989  1.6392
C  -2.2557  2.1297  1.6841
N  -1.6424  1.5778  0.5827
H  2.1583  -6.6222  -4.1384
H  3.8788  -5.4721  -2.7718
H  3.4020  -3.2646  -1.7749
H  -0.5052  -3.3123  -3.4875
H  -0.0459  -5.5254  -4.4931
H  2.4961  -1.8347  -4.1570
H  2.4883  -0.2309  -5.9879
H  1.1232  1.8652  -5.7554
H  -0.1521  2.2460  -3.6826
H  -2.9917  3.6652  -1.7500
H  -4.0034  4.6547  0.2883
H  -3.5047  3.5942  2.5550
H  -2.0596  1.6560  2.6359
C  0.9379  -2.2193  2.3493
Si  1.0042  -2.9556  0.6548
C  -0.6449  -3.6626  0.2125
C  2.1639  -4.4138  0.8934
N  1.4732  -1.6587  -0.5366
C  2.7845  -1.0304  -0.3587
C  3.7486  -1.6536  0.4375
C  5.0081  -1.0894  0.6197
C  5.3321  0.1116  0.0067
C  4.3636  0.7603  -0.7572
C  3.1022  0.2018  -0.9315
H  1.0640  -3.0287  3.0844
H  -0.0283  -1.7519  2.5353
H  1.7303  -1.4759  2.5218
H  -0.6870  -4.6870  0.6097
H  -0.8279  -3.7055  -0.8632
H  -1.4554  -3.0856  0.6742
H  1.5522  -5.3250  1.0033
H  2.7443  -4.2871  1.8238
H  2.8675  -4.5986  0.0871
H  3.5274  -2.6014  0.9241
H  5.7403  -1.6098  1.2320
H  6.3182  0.5491  0.1359
H  4.5639  1.7273  -1.2064
H  2.3659  0.7721  -1.4777
O  3.4624  6.9645  5.4157
C  2.5416  5.9590  5.3515
O  1.9446  5.6917  6.3574
C  2.3443  5.2911  4.0367
C  3.1845  5.4543  2.9286
C  2.9263  4.8253  1.7208
C  1.7811  4.0022  1.5295
S  1.4330  3.2427  0.0070
C  0.9539  3.8450  2.6726
C  1.2360  4.4587  3.8819
H  3.8076  7.1229  4.5361
H  4.0853  6.0649  2.9903
H  3.5997  4.9564  0.8835
H  0.0725  3.2377  2.5714
H  0.5823  4.3188  4.7421

Atoms 1-6, force components in eV/Å:
1.66 -0.40 -1.54
-0.21 -0.10 -0.06
0.15 0.17 0.05
-1.13 -0.29 -0.18
0.02 0.03 0.32
-0.34 -0.15 -0.09

Löwdin atomic charge list, values in e, 5 entries: 0.93, -0.12, -0.10, 0.01, -0.21